1.
Here is a structure of composition C33H59MnN2O2P2 in a non-equilibrium geometry from OMol25. Energies are from ωB97M-V/def2-TZVPD.

The geometry in ORCA input format:
```
! RIJCOSX wB97M-V def2-TZVPD def2/J DEFGRID3
* xyz 1 6
C 1.57080 0.74133 -2.64706
C 1.98700 -1.47572 -1.86738
C 2.55634 0.55903 -3.62542
C 3.21208 -1.51392 -2.59363
C 3.42775 -0.54921 -3.56296
H 2.58389 1.29842 -4.42546
H 3.94850 -2.31553 -2.40422
H 4.23313 -0.63675 -4.30789
N 1.25082 -0.28286 -1.82930
P -0.04072 2.42206 -0.98376
P -0.18002 -2.40307 -0.38133
C 0.76011 2.06629 -2.61260
H 1.44375 2.89091 -2.90500
H -0.01258 1.99976 -3.40883
C 1.46674 -2.57121 -1.11555
H 2.21068 -3.21041 -0.61567
C -0.41191 -3.11390 1.49016
C -0.81037 -3.59893 -1.69756
C 1.34585 3.38601 -0.07100
C -1.39019 3.64915 -1.51064
C -0.75708 -2.02031 2.51021
H -1.65932 -1.46348 2.21858
H -0.95066 -2.47803 3.50295
H 0.05707 -1.29990 2.64258
C -1.58170 -4.10614 1.53712
H -2.51230 -3.60301 1.24270
H -1.41648 -4.99213 0.91396
H -1.72132 -4.46655 2.57208
C 0.88466 -3.78358 1.93531
H 0.75500 -4.26008 2.92163
H 1.23249 -4.55429 1.23759
H 1.65900 -3.02102 2.04436
C -2.32270 -3.75577 -1.57821
H -2.81975 -2.77555 -1.47573
H -2.66019 -4.22580 -2.51317
H -2.61266 -4.40621 -0.74666
C -0.49212 -2.97975 -3.08667
H -0.94317 -1.97923 -3.16864
H 0.58740 -2.91254 -3.28457
H -0.92758 -3.61779 -3.86983
C -0.02299 -4.90598 -1.49683
H 1.05834 -4.70833 -1.40491
H -0.33514 -5.46797 -0.60994
H -0.14706 -5.53803 -2.38556
C -1.91965 4.34344 -0.24249
H -2.77647 4.98356 -0.51714
H -2.27189 3.61095 0.50203
H -1.16906 4.99310 0.23097
C -2.52844 2.85657 -2.18030
H -2.19751 2.39331 -3.12144
H -2.92947 2.06872 -1.53126
H -3.35129 3.55133 -2.42185
C -0.94703 4.71642 -2.53607
H -0.57828 4.26599 -3.46596
H -1.82779 5.32897 -2.78754
H -0.19154 5.40319 -2.14701
C 2.69073 2.67169 -0.32610
H 3.04124 2.78992 -1.36762
H 3.46828 3.10361 0.33205
H 2.62240 1.59719 -0.09982
C 0.98558 3.33439 1.42226
H 1.02042 2.31100 1.80746
H 1.70430 3.94772 1.98269
H -0.00986 3.75174 1.61146
C 1.51837 4.85627 -0.49372
H 1.78648 4.97648 -1.55328
H 0.64146 5.47010 -0.26108
H 2.35200 5.27881 0.09162
Mn -0.08608 0.00154 -0.42859
C -1.81866 -0.21310 -0.90600
O -2.91275 -0.37827 -1.34529
N 1.21444 0.08003 1.21598
C 2.16102 0.12872 1.95713
C 3.47950 -0.62086 2.22980
C 3.86136 -1.91425 1.48098
C 4.52883 0.40647 1.75536
C 3.38171 -0.94579 3.72643
H 3.26378 -2.80458 1.68253
H 3.90109 -1.81321 0.38856
H 4.86468 -2.15822 1.85244
H 4.33215 1.46952 1.95964
H 5.56117 0.21995 2.06670
H 4.56291 0.28776 0.66498
H 4.25389 -1.46871 4.14296
H 3.24093 -0.07240 4.37962
H 2.53880 -1.63766 3.91142
C -5.47021 0.46576 2.87458
C -5.06090 1.71233 2.05637
C -3.99273 1.19225 1.09259
O -3.53976 -0.11309 1.51784
C -4.36453 -0.56084 2.60655
H -5.56542 0.69273 3.93848
H -6.42828 0.08071 2.50762
H -4.62077 2.47025 2.71091
H -5.89877 2.15177 1.51086
H -4.39799 1.09042 0.06694
H -3.11261 1.86144 1.02617
H -3.72686 -0.69236 3.49265
H -4.78633 -1.54276 2.35271
*
```

Summary:
Energy (a.u.): -3386.1822
Energy above the lowest of the compared OMol25 structures with the same formula, charge and spin (kJ/mol): 122.6
LUMO (spin up / spin down) (Ha): -0.1124 / -0.1387

Atom charges from the Löwdin analysis, given in e for atoms 1 to 8: -0.327, -0.355, -0.053, -0.041, -0.054, 0.112, 0.123, 0.120

***

2.
Here is a structure of composition C33H59N2O2P2Ti in a non-equilibrium geometry from OMol25. Energies are from ωB97M-V/def2-TZVPD.

The geometry in ORCA input format:
```
! RIJCOSX wB97M-V def2-TZVPD def2/J DEFGRID3
* xyz 1 3
C -0.76004 -2.27256 -1.47183
C 1.46442 -2.06213 -0.73432
C -0.43105 -3.35920 -2.27120
C 1.79874 -3.26805 -1.39712
C 0.85044 -3.90612 -2.17384
H -1.20600 -3.77655 -2.91183
H 2.81359 -3.64182 -1.28260
H 1.08872 -4.82470 -2.70671
N 0.14620 -1.69278 -0.67347
P -2.53917 -0.79649 0.09424
P 2.50165 0.48859 0.24140
C -2.17157 -1.70077 -1.47448
H -2.28436 -1.02465 -2.33591
H -2.88575 -2.52120 -1.62751
C 0.46750 1.86931 1.11058
O 0.64846 3.01746 1.34840
C 2.42185 -1.23583 -0.07835
H 3.31994 -1.76975 0.25046
C 3.49837 1.15110 -1.26493
C 3.61325 0.70963 1.77151
C -3.78485 0.59954 -0.30181
C -3.32755 -2.23884 1.02509
C 3.02596 2.60033 -1.39640
H 3.26392 3.20892 -0.51326
H 3.51212 3.06624 -2.26756
H 1.93695 2.62221 -1.54067
C 5.02966 1.09386 -1.17191
H 5.44668 1.70515 -0.36339
H 5.39784 0.06245 -1.08855
H 5.43625 1.50057 -2.11336
C 3.08847 0.32979 -2.48649
H 3.56887 0.74840 -3.38243
H 3.39862 -0.71836 -2.40436
H 2.00083 0.35454 -2.63695
C 3.98887 2.19906 1.90527
H 3.09005 2.82567 1.99025
H 4.57599 2.31428 2.82859
H 4.60077 2.57048 1.07692
C 2.81661 0.31995 3.02139
H 1.92381 0.94286 3.14966
H 2.52856 -0.73796 3.00957
H 3.45994 0.47580 3.90243
C 4.86264 -0.18287 1.73469
H 5.53597 0.04330 0.90611
H 5.42430 -0.00791 2.66418
H 4.59982 -1.24535 1.69702
C -3.55479 -1.76071 2.46357
H -4.04856 -2.56278 3.03296
H -2.60029 -1.52974 2.95511
H -4.19288 -0.86890 2.52535
C -2.34409 -3.42318 1.04259
H -2.30391 -3.93716 0.07362
H -1.32761 -3.11185 1.31394
H -2.68598 -4.15167 1.79499
C -4.64749 -2.73865 0.40592
H -4.84493 -3.75016 0.79474
H -5.50812 -2.12233 0.68644
H -4.61205 -2.81796 -0.68775
C -3.74125 0.89517 -1.80183
H -4.19343 0.09555 -2.40281
H -4.31097 1.81551 -2.00156
H -2.71262 1.05819 -2.13262
C -3.28825 1.83549 0.46804
H -2.28335 2.14010 0.15072
H -3.97153 2.67292 0.26878
H -3.27015 1.66033 1.55246
C -5.23773 0.31466 0.09176
H -5.67679 -0.49164 -0.50743
H -5.36187 0.09562 1.15901
H -5.82806 1.21981 -0.12129
Ti -0.01407 0.03759 0.58980
N -0.43882 0.95269 -1.25399
C 0.14844 1.42005 -2.17119
C -0.00388 2.35341 -3.38665
C 1.09660 2.09393 -4.40574
C -1.33959 2.08040 -4.06419
C 0.05769 3.79829 -2.89432
H 2.08902 2.33463 -4.00254
H 1.07753 1.04509 -4.73193
H 0.91959 2.73680 -5.27998
H -2.16998 2.44535 -3.44883
H -1.38711 2.60120 -5.02793
H -1.46157 1.00711 -4.25713
H -0.17134 4.48033 -3.72056
H -0.66812 3.96394 -2.08753
H 1.05482 4.05190 -2.51886
C -0.76596 -0.47047 4.84052
C 0.27710 -1.55825 4.62355
C 0.17070 -1.91154 3.15003
O -0.32024 -0.64843 2.48835
C -0.87396 0.28454 3.51919
H -1.73434 -0.91857 5.08944
H -0.50701 0.20675 5.65676
H 0.11981 -2.43614 5.25383
H 1.28144 -1.17474 4.84022
H 1.11339 -2.19539 2.67031
H -0.58296 -2.68834 2.98445
H -1.90616 0.53618 3.24326
H -0.27058 1.19953 3.52046
*
```

Summary:
Energy (a.u.): -3084.7692
Energy above the lowest of the compared OMol25 structures with the same formula, charge and spin (kJ/mol): 0.0
LUMO (spin up / spin down) (Ha): -0.0969 / -0.0940

Atom charges from the Löwdin analysis, given in e for atoms 1 to 8: -0.347, -0.355, -0.050, -0.027, -0.052, 0.114, 0.116, 0.114